This record from OMol25 describes a 9-piece molecular cluster, C18H36Br18 overall at a distorted geometry. The level of theory is the ωB97M-V functional and the def2-TZVPD basis.

The geometry in XYZ format:
```
72
Properties=species:S:1:pos:R:3:forces:R:3
Br 4.569 1.272 1.919 -0.60 0.30 0.56
C 3.318 1.402 3.467 -0.17 -0.56 -0.14
C 3.775 2.493 4.381 0.62 0.44 0.48
Br 2.535 2.859 5.911 0.49 -0.41 -0.97
H 3.366 0.386 3.859 0.12 0.45 0.39
H 2.291 1.557 3.138 0.24 0.16 -0.47
H 3.914 3.428 3.838 -0.33 -0.01 0.18
H 4.739 2.243 4.824 -0.19 0.01 0.13
Br 1.973 -2.202 -4.662 0.97 -0.49 -0.01
C 0.818 -0.766 -4.070 1.34 0.77 0.56
C -0.037 -0.486 -5.272 0.23 -1.76 0.12
Br -1.735 0.276 -4.906 -0.38 0.46 0.14
H 1.454 0.088 -3.838 0.02 -0.15 0.28
H 0.471 -1.218 -3.140 -0.96 0.59 -0.33
H -0.152 -1.517 -5.605 -1.01 0.45 -0.84
H 0.528 0.053 -6.033 -0.28 0.20 0.20
Br -3.976 1.307 3.790 0.09 0.44 -0.58
C -4.900 1.649 2.101 -2.24 -1.04 -0.18
C -5.983 0.506 2.076 0.88 0.68 -0.11
Br -7.360 0.675 0.618 1.13 -0.09 0.92
H -4.252 1.574 1.228 0.14 0.16 0.43
H -5.470 2.578 2.130 0.64 0.22 0.19
H -6.496 0.516 3.038 -0.28 0.00 -0.35
H -5.426 -0.427 1.995 -0.54 -0.05 -0.39
Br 2.378 6.624 -2.104 -1.59 -0.91 -0.81
C 0.694 5.593 -2.743 0.44 0.05 -0.70
C 0.371 5.761 -4.258 0.93 0.93 0.63
Br -0.859 4.457 -4.952 -0.39 -0.33 0.33
H -0.135 5.968 -2.143 0.28 0.00 0.02
H 0.884 4.544 -2.514 0.14 0.26 0.09
H 1.216 5.652 -4.938 0.19 0.12 0.52
H -0.065 6.747 -4.418 -0.01 -0.16 -0.08
Br -1.440 -5.232 2.162 0.73 0.23 -0.84
C -2.942 -4.076 1.739 -0.19 1.15 0.14
C -3.592 -3.840 3.074 -0.65 -0.41 0.40
Br -5.307 -2.967 2.954 -0.11 -0.03 -0.37
H -3.591 -4.528 0.990 0.22 -0.13 0.17
H -2.501 -3.139 1.399 -0.03 -0.19 -0.39
H -3.021 -3.178 3.724 0.25 -0.47 -0.03
H -3.810 -4.824 3.489 0.08 0.30 0.54
Br 2.330 -1.541 2.423 -1.61 -0.52 0.74
C 0.555 -1.714 3.434 0.22 0.51 0.38
C 0.283 -0.543 4.343 0.93 1.09 0.16
Br -1.419 -0.792 5.202 -0.32 -0.20 -0.06
H 0.534 -2.549 4.134 0.44 -0.59 -0.83
H -0.244 -1.729 2.693 0.26 -0.36 -0.14
H 0.298 0.426 3.843 -0.34 -0.11 -0.11
H 0.971 -0.445 5.183 0.20 -0.27 -0.23
Br 1.353 2.168 -0.826 -0.56 -0.85 0.30
C 0.362 0.708 0.148 0.01 1.19 0.00
C -1.085 0.755 -0.332 -0.14 -0.69 0.77
Br -2.247 -0.369 0.895 0.64 0.29 -0.27
H 0.516 1.033 1.177 -0.48 -0.04 -0.03
H 0.883 -0.246 0.069 -0.06 0.18 -0.57
H -1.254 0.295 -1.306 0.18 0.28 0.03
H -1.564 1.730 -0.235 0.35 -0.11 -0.20
Br 0.163 -3.083 -0.054 -0.31 -0.92 -0.56
C -0.262 -4.209 -1.648 -0.95 -0.55 -0.06
C -1.787 -4.294 -1.943 0.47 0.87 -0.04
Br -2.446 -2.443 -2.369 0.38 -1.26 0.24
H 0.247 -5.147 -1.427 -0.43 -0.20 0.33
H 0.282 -3.860 -2.526 0.04 0.80 0.20
H -2.436 -4.730 -1.183 0.40 0.38 0.36
H -1.984 -4.912 -2.820 0.41 0.26 -0.23
Br 3.440 -0.625 -1.216 0.50 0.01 -0.38
C 4.827 0.691 -1.729 1.10 -0.47 -0.75
C 5.577 0.213 -3.037 -0.24 1.29 0.53
Br 7.058 1.503 -3.613 -1.13 -0.78 0.72
H 5.488 0.722 -0.863 0.01 -0.05 -0.22
H 4.342 1.662 -1.830 -0.04 -0.24 -0.20
H 4.888 0.261 -3.881 0.16 -0.29 0.12
H 6.085 -0.747 -2.951 -0.30 0.19 0.13
```
Positions in Å, forces in eV/Å.

Output
HOMO (alpha / beta) (eV): -11.927 / -11.927
Total charge: +1
Expectation value of S²: 0.756
Orbital gap (alpha / beta) (eV): 8.56 / 2.73
Energy relative to the best compared isomer or geometry (same formula, charge and spin) (kJ/mol): 0.0
2S+1: 2